Computed, not measured: a molecular structure, C19H40OP2Pb in a non-equilibrium geometry, with ωB97M-V/def2-TZVPD.

Geometry as XYZ:
```
63
C19H40OP2Pb, DFT ωB97M-V/def2-TZVPD
P 0.17834 2.95723 -1.22182
P 0.30018 -0.61324 -2.55376
C 0.18154 2.26434 -2.92503
C -0.52705 0.91665 -3.10781
H 1.21382 2.23658 -3.28460
H -0.32450 3.01608 -3.54508
H -1.50841 0.92419 -2.60977
H -0.70400 0.74662 -4.17938
C 1.10806 -1.32501 -4.00968
H 1.43099 -2.35679 -3.79140
H 1.98165 -0.75116 -4.34346
H 0.35088 -1.34952 -4.80725
C -0.93737 -1.82324 -2.07125
H -1.34487 -2.35544 -2.94268
H -1.82391 -1.29635 -1.65014
H -0.53014 -2.57883 -1.38074
C 1.21775 4.43138 -1.44334
H 1.37754 4.91459 -0.47726
H 0.74770 5.14306 -2.13151
H 2.19894 4.16227 -1.84311
C -1.49034 3.59298 -0.93866
H -2.22930 3.00269 -1.49602
H -1.54883 4.63770 -1.27696
H -1.73121 3.55177 0.13075
Pb -2.56124 -1.43115 0.65550
C 1.86435 -0.15388 -1.55441
C 2.63032 1.05987 -1.79628
C 3.75763 1.23189 -0.84892
C 3.41579 1.72287 0.59994
C 2.25800 2.58519 0.70524
C 0.89000 2.26967 0.35095
C 0.39438 0.75525 0.44675
C 1.37561 -0.32310 -0.06950
C -3.18774 -0.00188 2.26185
H 2.52557 -1.01127 -1.80698
H 2.83350 1.37732 -2.82396
H 4.47137 1.96122 -1.23596
H 4.32820 0.29171 -0.76508
H 3.37571 0.88027 1.30122
H 4.30104 2.31443 0.89226
H 2.42611 3.59462 1.09418
H 0.24154 2.82259 1.06914
H -0.57512 0.69687 -0.11528
H 0.12715 0.54559 1.50841
H 2.27277 -0.43089 0.54588
H 0.86620 -1.30437 0.03628
H -3.98491 -0.62726 2.69018
H -3.65070 0.89327 1.81511
H -2.40487 0.17729 3.02020
C -0.91325 -4.73458 3.25245
C -1.82582 -3.51489 3.17343
C -3.24310 -3.99407 3.48967
C -1.34656 -2.48163 4.19615
O -1.72666 -3.03025 1.83855
H -0.94827 -5.17243 4.26084
H 0.12239 -4.46073 3.02990
H -1.23151 -5.49773 2.52963
H -3.32209 -4.42329 4.50250
H -3.96184 -3.16826 3.44125
H -3.53148 -4.78849 2.78833
H -0.35025 -2.10464 3.92916
H -2.04643 -1.64196 4.29457
H -1.25328 -2.93175 5.19678
```

The value obtained for the total energy is -1698.4154 hartree. The net charge is 0. The max |F| comes out at 3.351 eV/Å. As for the HOMO-LUMO gap (spin up / spin down): 3.7302 / 3.7351 eV.


Computed, not measured: a molecular structure, C19H41AsCaN2O6 in a non-equilibrium geometry, with ωB97M-V/def2-TZVPD.

Geometry as XYZ:
```
70
C19H41AsCaN2O6, DFT ωB97M-V/def2-TZVPD
Ca 0.72148 -0.28468 0.34544
C 3.11202 1.24992 -0.91060
C 3.60398 1.13512 0.51548
O 2.47166 0.95228 1.39496
C 2.06098 2.16759 2.05517
C 0.59273 2.07043 2.42123
O -0.10296 1.65716 1.23609
C -1.26726 2.38945 0.83645
C -2.06328 1.52158 -0.14477
O -1.20374 0.49909 -0.66822
C -1.71890 -0.16889 -1.82691
C -1.14182 -1.57144 -1.85191
O 0.27128 -1.55660 -1.60153
C 1.14617 -1.31367 -2.72006
C 1.84201 0.01986 -2.54192
O 2.47017 0.00455 -1.24481
H 3.93329 1.43689 -1.60597
H 2.37916 2.06187 -1.00350
H 4.15573 2.03152 0.79820
H 4.25677 0.27125 0.63228
H 2.19278 3.00290 1.36193
H 2.68215 2.32711 2.93764
H 0.24674 3.05206 2.74601
H 0.40842 1.33694 3.20864
H -0.94371 3.31880 0.36482
H -1.87468 2.61767 1.71303
H -2.42534 2.13779 -0.96905
H -2.90962 1.03533 0.34556
H -1.44791 0.41498 -2.71097
H -2.80810 -0.23950 -1.76525
H -1.35147 -2.06514 -2.80174
H -1.57321 -2.16568 -1.04602
H 0.58390 -1.32347 -3.65471
H 1.87697 -2.12176 -2.73448
H 1.12812 0.85077 -2.57663
H 2.60341 0.16309 -3.31224
C 1.95608 -3.22821 3.28884
N 0.53908 -3.55020 3.25646
C 0.12850 -4.68786 4.08015
C -1.14604 -5.29116 3.53491
C -2.19389 -4.20810 3.41678
N -1.65927 -3.05525 2.68604
C -2.64602 -2.18224 2.08113
C -0.34321 -2.77471 2.60387
O 0.05279 -1.78519 1.91890
H 2.53436 -4.00381 2.78432
H 2.29029 -3.16625 4.32557
H 2.13652 -2.27216 2.81097
H 0.00184 -4.36301 5.11758
H 0.94204 -5.41250 4.06110
H -1.50039 -6.08194 4.19395
H -0.95473 -5.73530 2.55599
H -2.54168 -3.88153 4.40127
H -3.06213 -4.56910 2.86460
H -3.04880 -2.61629 1.16136
H -2.20811 -1.21309 1.86114
H -3.47189 -2.03986 2.77855
C 0.66918 4.88290 -3.56070
As -0.35476 3.29112 -3.07959
C -0.25540 2.36569 -4.80513
C -2.15629 4.03135 -3.27207
H 0.28883 5.30977 -4.48765
H 1.71778 4.61956 -3.69176
H 0.59036 5.62272 -2.76587
H -0.52425 3.03937 -5.61808
H -0.94056 1.51695 -4.82276
H 0.75870 2.00461 -4.97901
H -2.24984 4.56569 -4.21669
H -2.36048 4.72212 -2.45462
H -2.89647 3.23077 -3.25118
```

The value obtained for the total energy is -4222.5130 hartree. The net charge is +2. The max |F| comes out at 1.123 eV/Å. As for the HOMO-LUMO gap: 9.3266 eV. The calculation puts the energy above the lowest of the compared OMol25 structures with the same formula, charge and spin at 5.6 kJ/mol.


Computed, not measured: a molecular structure, C19H41BeBrCaClF3N2O18PS3 in a non-equilibrium geometry, with ωB97M-V/def2-TZVPD.

Geometry as XYZ:
```
91
C19H41BeBrCaClF3N2O18PS3, DFT ωB97M-V/def2-TZVPD
C 1.74728 2.06007 -0.06869
C 1.90751 3.66915 -0.41870
C 0.92333 4.14068 -1.68159
O 1.51566 4.25715 -2.87255
O -0.48254 4.43199 -1.36375
C -1.39713 3.95634 -2.43419
C -1.62360 2.33687 -2.33088
C -3.04625 1.90182 -1.58176
P -3.05285 -0.04645 -1.54820
C -1.38919 -0.73893 -2.24082
O -4.27019 -0.69183 -2.61184
C -4.26245 2.53836 -2.45622
O -4.94665 3.69851 -1.87348
C -5.42091 3.19182 -0.54261
C -4.07738 3.14790 0.40145
Br -3.41221 5.07486 0.48665
N -2.92708 2.34719 -0.15220
H 0.65000 1.78684 0.29577
H 2.03988 1.37372 -0.97169
H 2.45641 1.74007 0.83127
H 1.68666 4.26776 0.56786
H 3.04741 3.81377 -0.73438
H -1.00948 4.23547 -3.52831
H -2.39175 4.59698 -2.29975
H -0.76509 1.91871 -1.63208
H -1.59882 1.87579 -3.42089
H -1.54476 -1.91936 -2.29455
H -1.18088 -0.26513 -3.29088
H -0.53210 -0.43337 -1.48695
H -4.17765 -1.69488 -2.61255
H -5.10556 1.77303 -2.78231
H -3.78348 2.91761 -3.48203
H -5.73421 2.05266 -0.71436
H -6.29793 3.82474 -0.09620
H -4.31210 2.86011 1.51257
H -2.04287 2.89910 0.06355
H -2.84734 1.47747 0.45661
N -2.40593 -2.13771 1.74844
S -2.14684 -2.64886 3.21086
O -1.18123 -3.72879 3.38481
O -3.26986 -2.63937 4.14112
F -1.29836 -1.41283 3.77704
S -3.18358 -3.20411 0.89427
O -3.16962 -2.93211 -0.54263
O -4.46263 -3.69132 1.39633
F -2.26329 -4.50476 0.96916
C 5.78587 3.67230 0.81848
C 6.69628 3.60585 2.00159
O 5.83138 3.23189 3.05716
C 4.76232 2.60053 2.48957
O 3.90583 1.99875 3.11565
O 4.77746 2.72964 1.13068
H 6.29263 3.40384 -0.11252
H 5.32398 4.65817 0.70100
H 7.47083 2.83966 1.89062
H 7.17416 4.56628 2.21338
O -1.91696 -7.23112 2.19186
S -0.54767 -7.68743 2.30344
O 0.03878 -8.60172 1.34826
O -0.30476 -8.27192 3.80579
C -1.16613 -9.29417 4.28604
C -0.81691 -10.64272 3.68470
C 0.51164 -6.26937 2.44188
H -2.21482 -9.03757 4.10183
H -1.03156 -9.34237 5.37140
H -1.02441 -10.66041 2.61063
H -1.40131 -11.43925 4.15390
H 0.24852 -10.85965 3.81165
H 0.10194 -5.59247 3.19386
H 0.54154 -5.77502 1.46833
H 1.51321 -6.60231 2.72056
C 5.08444 5.53275 -3.95893
O 4.88527 5.34396 -2.57003
H 6.04847 5.10319 -4.24128
H 4.28785 5.03094 -4.51376
H 5.08364 6.60170 -4.18608
H 4.02279 5.73488 -2.34917
C 4.42421 -0.64228 1.34357
C 3.42785 -1.48340 0.56445
O 3.88858 -2.55434 0.08008
O 2.26253 -1.00089 0.50162
H 5.41262 -1.11148 1.36222
H 4.51860 0.34466 0.88098
H 4.08013 -0.51966 2.37492
Be 1.30207 3.07966 -4.65959
F -0.19793 3.10436 0.66982
O -7.47474 0.02909 -3.27042
H -7.08530 0.89223 -3.47612
H -6.73374 -0.48265 -2.91261
Ca 5.22526 3.12222 -1.86507
Cl -1.97474 0.39889 -4.64507
```

The value obtained for the total energy is -7773.5035 hartree. The net charge is +1. The max |F| comes out at 6.010 eV/Å. As for the HOMO-LUMO gap: 2.2159 eV.


Computed, not measured: 4 unconnected molecules or ions with the total composition C19H41F3N4O6 in a non-equilibrium geometry, with ωB97M-V/def2-TZVPD.

Geometry as XYZ:
```
73
C19H41F3N4O6, DFT ωB97M-V/def2-TZVPD
C -1.41482 1.80452 1.54854
C -1.69310 0.41125 0.83555
C -0.49821 -0.05513 -0.14127
N 0.81891 -0.06329 0.53290
C 1.96239 -0.24668 -0.39351
C 2.47904 1.21986 -0.82876
O 3.28442 1.81904 0.22213
C 4.23561 2.72587 -0.36128
C 1.66787 -1.15709 -1.66623
C 1.21089 -0.37765 -2.97694
O 2.29325 -0.29666 -3.93112
C 0.09770 -1.26508 -3.72402
F -1.00540 -1.53981 -2.92886
F -0.38586 -0.48972 -4.79842
F 0.65599 -2.41208 -4.25390
O 3.04247 -0.81726 0.36412
C 2.76168 -2.15142 0.81337
H -2.34039 2.08553 2.14038
H -0.60505 1.62220 2.33754
H -1.06857 2.62985 0.86262
H -1.82217 -0.45347 1.56500
H -2.64787 0.52909 0.22474
H -0.50203 0.65945 -1.02280
H -0.78260 -1.11563 -0.44995
H 1.01209 0.80554 1.03939
H 3.17173 1.16419 -1.73843
H 1.60303 1.90351 -1.06014
H 4.58935 3.45865 0.43884
H 3.76399 3.36457 -1.18376
H 5.15261 2.19793 -0.77482
H 2.65853 -1.66275 -1.92947
H 0.95398 -1.99361 -1.41511
H 0.72090 0.62148 -2.79795
H 3.12013 -0.09977 -3.45483
H 3.40954 -2.95388 0.32878
H 2.99565 -2.17063 1.93200
H 1.68651 -2.47860 0.71541
C -4.31832 4.52407 1.13894
O -3.52184 3.72293 1.59329
N -4.79816 4.51771 -0.13211
C -5.74714 5.50592 -0.60153
C -4.34425 3.48728 -1.04749
H -4.72425 5.34637 1.74998
H -6.65853 4.99975 -0.92912
H -5.31095 6.04998 -1.44314
H -5.99680 6.21358 0.18972
H -4.59894 2.50771 -0.63785
H -3.25799 3.55312 -1.14888
H -4.81208 3.60973 -2.02403
C 6.14226 -4.06086 2.54945
O 6.20069 -4.78141 3.52581
N 6.71413 -2.83126 2.44705
C 6.60140 -2.02707 1.24701
C 7.46034 -2.30967 3.57601
H 5.59988 -4.36273 1.63869
H 7.60225 -1.82782 0.85516
H 6.11211 -1.08238 1.49692
H 6.01567 -2.54181 0.48487
H 8.28237 -2.99028 3.80895
H 6.80140 -2.24850 4.44500
H 7.85682 -1.32097 3.34647
C -4.94073 -0.98962 -0.45704
O -5.35329 0.14148 -0.29329
N -5.57905 -2.12320 -0.06501
C -5.02080 -3.44013 -0.29609
C -6.86011 -2.00962 0.60606
H -3.97824 -1.18586 -0.95631
H -5.71282 -4.01951 -0.91220
H -4.88042 -3.94307 0.66390
H -4.05980 -3.37199 -0.80694
H -7.56547 -1.49528 -0.05047
H -6.73750 -1.41939 1.51695
H -7.24694 -2.99658 0.85823
```

The value obtained for the total energy is -1718.5214 hartree. The net charge is 0. The SMILES is CCCN[C@](COC)(C[C@@H](O)C(F)(F)F)OC.CN(C)C=O.CN(C)C=O.CN(C)C=O. The max |F| comes out at 2.402 eV/Å. As for the HOMO-LUMO gap: 9.5922 eV.


Computed, not measured: a molecular structure, C19H41N9O9PSY, with ωB97M-V/def2-TZVPD.

Geometry as XYZ:
```
81
C19H41N9O9PSY, DFT ωB97M-V/def2-TZVPD
Y -0.13908 0.24601 0.24978
O -2.43005 3.38098 2.74214
C -1.87446 2.30810 2.22769
O -1.37225 2.27928 1.11646
C -1.95022 1.12058 3.15029
O -1.37267 -0.01849 2.54621
C -0.25695 -0.53858 3.29631
C 0.96473 0.38861 3.14277
O 1.75520 0.53632 4.04438
O 1.02372 0.94033 1.96700
H -2.38215 4.11854 2.11028
H -3.00213 0.93010 3.37958
H -1.45617 1.38602 4.08897
H -0.03197 -1.51066 2.85255
H -0.52576 -0.68014 4.34248
C 2.39875 4.67845 -2.13246
C 1.14397 3.98816 -2.50567
N 0.42775 4.22779 -3.55086
N -0.60999 3.34888 -3.47947
C -0.56623 2.55398 -2.40969
S -1.66064 1.35984 -1.94801
N 0.57100 2.96228 -1.77377
N 1.02853 2.40221 -0.58356
H 2.57357 5.47996 -2.84500
H 3.24845 3.99404 -2.16650
H 2.33474 5.10657 -1.13144
H -1.32764 3.35175 -4.18664
H 0.92749 3.06747 0.18074
H 2.01132 2.15675 -0.68460
C 4.32498 -2.99742 -1.46902
N 3.05009 -2.32896 -1.17294
C 2.43771 -1.93352 -2.40123
P 2.77094 -1.73378 0.37846
O 1.28391 -1.51338 0.45133
N 3.19782 -2.81133 1.51926
C 2.25888 -3.82609 1.99286
C 4.56418 -3.01764 1.99674
N 3.76853 -0.45324 0.58600
C 4.05016 0.10783 1.91160
C 4.45775 0.23405 -0.49549
H 4.14583 -3.89396 -2.06434
H 4.79953 -3.30190 -0.54007
H 5.01220 -2.33813 -2.00738
H 2.22111 -2.81221 -3.01669
H 3.02420 -1.19897 -2.96438
H 0.66797 -1.22244 -3.04163
H 1.25641 -3.59427 1.64302
H 2.26045 -3.83599 3.08404
H 2.54390 -4.81807 1.63574
H 5.24365 -2.29229 1.55690
H 4.90764 -4.02297 1.74237
H 4.59337 -2.90775 3.08211
H 3.54567 -0.45855 2.68930
H 3.68014 1.13098 1.97114
H 5.12651 0.09596 2.09698
H 4.00185 0.02666 -1.45999
H 5.51824 -0.03108 -0.52507
H 4.40091 1.31364 -0.32911
C -1.25328 -3.74906 -1.14006
N -2.54080 -3.08160 -1.20084
C -3.61648 -3.84099 -1.83636
C -4.75053 -2.92311 -2.23623
C -5.12638 -2.06120 -1.05180
N -3.94891 -1.33615 -0.57450
C -4.21121 -0.13025 0.18976
C -2.72336 -1.88503 -0.61015
O -1.73160 -1.29039 -0.09172
H -0.82421 -3.84272 -2.14248
H -1.38710 -4.75655 -0.74228
H -0.56770 -3.19842 -0.50359
H -3.96024 -4.62210 -1.15135
H -3.19537 -4.33783 -2.71173
H -5.60704 -3.51056 -2.56287
H -4.44596 -2.28858 -3.07068
H -5.54245 -2.66702 -0.23973
H -5.87685 -1.32136 -1.32658
H -4.91428 0.49365 -0.36084
H -3.29698 0.43642 0.33128
H -4.64262 -0.37401 1.16430
O 1.12539 -1.30896 -2.18355
O 1.28067 0.07230 -1.75328
```

The value obtained for the total energy is -2696.1504 hartree. The net charge is +2. The max |F| comes out at 0.419 eV/Å. As for the HOMO-LUMO gap: 8.9337 eV. The calculation puts the energy above the lowest of the compared OMol25 structures with the same formula, charge and spin at 421.2 kJ/mol.


Computed, not measured: 5 unconnected molecules or ions with the total composition C19H41NO14PS in a non-equilibrium geometry, with ωB97M-V/def2-TZVPD.

Geometry as XYZ:
```
77
C19H41NO14PS, DFT ωB97M-V/def2-TZVPD
C -6.21850 -7.81392 -1.54273
C -7.52942 -7.02144 -1.35114
S -8.80030 -7.86284 -2.30583
C -10.37273 -7.11805 -1.73741
N -11.42736 -8.07379 -1.92341
P -12.87164 -7.38618 -2.02169
O -12.85484 -6.18256 -0.81680
O -13.83912 -8.53394 -1.26165
H -6.31981 -8.42394 -2.42700
H -5.39854 -7.11995 -1.68114
H -5.98366 -8.41524 -0.67690
H -7.32373 -6.01113 -1.68549
H -7.74577 -7.00066 -0.28913
H -10.24931 -6.85689 -0.68657
H -10.53614 -6.20721 -2.32138
H -13.42360 -5.45501 -1.10530
H -13.53756 -8.54159 -0.33792
C -2.25801 -1.58194 -3.43709
C -3.00426 -2.81233 -3.90666
O -3.50717 -3.57985 -2.80516
C -4.57851 -3.07123 -2.19750
O -5.15131 -2.05719 -2.49826
O -4.89494 -3.87452 -1.18291
C -5.97193 -3.39218 -0.37684
H -1.46642 -1.85801 -2.73898
H -1.81584 -1.05405 -4.28208
H -2.92261 -0.89333 -2.91806
H -2.33106 -3.47909 -4.44129
H -3.81704 -2.55472 -4.58516
H -6.85051 -3.17600 -0.97884
H -5.65845 -2.50091 0.16659
H -6.22161 -4.16978 0.33840
C -1.69905 -1.54805 1.37922
C -1.94603 -0.05730 1.41883
O -0.79956 0.66093 1.90912
C 0.21115 0.77784 1.05365
O 0.24843 0.36396 -0.07432
O 1.19790 1.43589 1.67128
C 2.39142 1.56563 0.89782
H -1.37857 -1.91031 2.35689
H -2.60178 -2.08139 1.08172
H -0.91020 -1.79688 0.67145
H -2.75158 0.17258 2.11250
H -2.23758 0.32676 0.44165
H 2.18612 2.01748 -0.07030
H 2.86733 0.59616 0.76223
H 3.06039 2.21391 1.45611
C 2.61311 4.79339 2.78097
C 2.64869 5.58583 1.49269
O 3.35135 6.83114 1.64138
C 4.67643 6.73951 1.68314
O 5.32328 5.72664 1.58735
O 5.16821 7.96560 1.86008
C 6.58912 8.02619 2.01787
H 2.19649 5.39332 3.59063
H 2.00498 3.89711 2.66097
H 3.61332 4.48868 3.08638
H 1.63838 5.85896 1.19698
H 3.08565 5.01038 0.67657
H 7.10032 7.54486 1.18931
H 6.88472 7.56424 2.95832
H 6.85263 9.07901 2.03643
C 13.14607 3.88558 0.53219
C 12.50582 4.65587 1.66708
O 11.34883 5.38802 1.23720
C 10.25048 4.65681 1.03898
O 10.14681 3.47120 1.21248
O 9.28426 5.47213 0.62090
C 8.05188 4.81616 0.29357
H 13.37804 4.55409 -0.29778
H 14.06627 3.40910 0.86979
H 12.47821 3.11276 0.15631
H 13.19697 5.40760 2.04276
H 12.24312 4.00286 2.49881
H 7.69452 4.21386 1.12292
H 8.17913 4.19949 -0.59537
H 7.32615 5.59195 0.08857
```

The value obtained for the total energy is -2596.3223 hartree. The net charge is -1. The max |F| comes out at 1.075 eV/Å. As for the HOMO-LUMO gap: 4.0850 eV. The calculation puts the energy above the lowest of the compared OMol25 structures with the same formula, charge and spin at 39.2 kJ/mol.


> Look up the net charge of the second one.

+2